# 1
17
Properties=species:S:1:pos:R:3:mulliken_charge:R:1 method="wB97M-V/def2-TZVPD" orbital_gap_ev=7.64 energy_ev=-9894.26596 total_charge=-1
O 1.144 1.720 0.099 -0.646
O -0.393 1.029 1.784 -0.848
N -2.382 0.057 0.858 -0.681
C 1.007 0.886 -1.051 -0.358
C 1.641 -0.475 -0.930 -0.046
C -1.048 -0.145 1.474 -0.108
C 1.074 -1.674 -1.180 -0.759
H 2.613 -0.459 -0.460 0.278
H -2.273 0.716 0.065 0.259
H 1.506 1.410 -1.922 0.253
H -0.046 0.667 -1.407 0.148
H 1.490 -2.651 -0.908 0.254
H 0.132 -1.667 -1.719 0.262
H -2.961 0.533 1.525 0.246
H 0.284 1.613 0.797 0.443
H -1.316 -0.851 2.286 0.318
H -0.471 -0.707 0.690 -0.015

---

# 2
8
Properties=species:S:1:pos:R:3:mulliken_charge:R:1 method="wB97M-V/def2-TZVPD" orbital_gap_ev=7.40 energy_ev=-96175.86110 total_charge=-1
I -3.640 -0.240 -0.189 -0.490
Br 0.334 2.397 0.107 -0.451
S -1.093 0.476 -0.233 0.567
O 2.085 -1.551 0.996 -0.497
O -0.911 0.282 -1.596 -0.304
O 0.083 -0.663 0.633 -0.361
C 1.381 -0.745 0.477 0.382
H 1.761 0.043 -0.194 0.155

---

# 3
79
Properties=species:S:1:pos:R:3:mulliken_charge:R:1 method="wB97M-V/def2-TZVPD" orbital_gap_ev=6.09 energy_ev=-227006.22292 total_charge=0
Br 0.933 3.326 3.474 -0.196
Br 5.379 4.166 2.096 -0.142
V 0.689 -0.386 0.438 0.919
Cl 5.339 2.039 -2.129 -0.180
Cl 4.058 4.463 -2.047 -0.180
O 1.395 -1.137 -0.834 -0.611
O -0.910 0.747 -0.981 -0.203
O -0.478 -2.511 0.456 0.330
O 1.449 0.996 0.696 -0.238
O 1.842 -3.558 3.667 -0.402
N -1.100 0.044 1.877 0.014
N 1.642 -1.371 2.261 -0.025
N -1.565 1.463 -2.090 -0.176
C 2.716 -2.233 1.909 0.233
C -3.025 1.544 -1.860 1.636
C -1.506 -1.191 2.408 0.432
C -3.272 2.461 -0.709 -1.794
C -2.026 1.451 -4.717 -1.109
C -2.825 -0.966 3.175 -1.538
C -1.166 0.970 -3.475 1.661
C -1.076 -0.622 -3.660 -1.317
C 3.846 -1.348 1.430 -1.523
C 0.291 1.495 -3.810 -1.880
C -0.674 -3.513 -0.515 -0.944
C 3.676 3.219 2.407 -0.118
C 3.126 -2.968 3.237 -0.885
C 3.790 2.779 -1.850 0.775
C 2.753 4.159 3.102 -0.733
C -3.644 2.238 -3.035 -1.407
C -1.676 -2.317 1.236 -1.039
C -3.430 1.443 -4.385 -0.677
C -3.806 0.181 -1.615 -1.027
C 1.800 -4.977 3.937 -0.869
H -0.786 -0.962 -4.654 0.383
H -2.090 -0.995 -3.513 0.328
H -4.856 0.429 -1.459 0.503
H -3.752 -0.539 -2.431 0.350
H 3.322 2.608 -0.881 -0.287
H -0.712 -1.529 3.074 0.133
H -1.158 0.532 2.759 0.233
H -2.705 2.146 0.167 0.188
H -0.412 -1.117 -2.952 -0.029
H 2.479 -5.318 4.718 0.334
H -3.875 0.449 -4.348 0.324
H 1.254 -2.063 2.886 0.460
H 3.935 -3.662 3.011 0.496
H 3.105 2.488 -2.647 -0.110
H -2.545 -2.044 0.637 0.340
H 3.563 -0.802 0.530 0.329
H -1.023 -4.354 0.084 0.318
H -3.238 3.244 -3.143 0.366
H -1.794 2.474 -5.016 0.407
H -3.651 -1.196 2.503 0.335
H 1.844 -5.530 2.999 0.328
H 3.773 2.235 2.865 0.323
H -1.715 0.436 1.177 -0.113
H 0.557 1.605 -4.861 0.286
H -1.443 -3.187 -1.215 0.244
H -1.897 -3.306 1.636 0.633
H -3.972 1.951 -5.182 0.428
H -2.928 3.487 -0.841 0.418
H 4.724 -1.956 1.214 0.463
H 3.106 4.393 4.107 0.404
H 2.357 -2.854 1.087 0.251
H -2.077 0.944 -5.681 0.304
H -4.708 2.351 -2.826 0.482
H 2.166 -0.836 2.939 0.206
H 0.369 2.532 -3.485 0.522
H 1.081 1.072 -3.189 0.243
H 3.612 -2.310 3.957 0.324
H 4.287 -0.615 2.106 0.300
H 0.845 -5.237 4.393 0.286
H -3.426 -0.344 -0.739 -0.455
H 0.206 -3.737 -1.117 0.279
H -2.827 -1.642 4.030 0.415
H 2.536 5.076 2.555 0.428
H -2.972 0.023 3.608 0.424
H 3.204 3.172 1.425 -0.025
H -4.310 2.401 -0.381 0.412

---

# 4
73
Properties=species:S:1:pos:R:3:mulliken_charge:R:1 method="wB97M-V/def2-TZVPD" orbital_gap_ev=6.69 energy_ev=-68299.28711 total_charge=-1
Cl -1.811 -0.530 6.981 -0.291
O 3.170 1.544 -4.717 -0.286
O -1.406 -2.665 -3.790 -0.273
O 4.031 3.506 -4.067 -0.326
O 2.918 -1.570 4.423 -0.501
O -2.518 -2.292 1.057 -0.318
O -1.883 -3.254 -5.912 -0.585
O -0.761 -1.256 0.072 -0.415
O 0.532 -0.048 3.885 -0.891
O -1.010 -1.226 -5.451 -0.415
O -2.533 5.369 -1.333 -0.576
O -1.601 -3.144 -0.808 -0.324
O -1.001 3.856 -0.665 -0.371
O -1.753 0.026 4.408 -0.503
O -3.110 3.679 0.042 -0.381
O 2.507 2.471 -2.768 -0.470
C 3.874 2.082 -5.847 0.525
C -2.445 2.457 0.412 -0.239
C -2.239 4.396 -0.711 0.591
C 1.050 1.278 7.356 -0.355
C 3.167 2.505 -3.749 0.590
C -0.035 1.750 0.109 -0.616
C -1.032 0.323 5.536 -0.102
C 4.810 3.058 -5.179 -0.535
C 1.019 -1.346 5.869 -1.064
C -0.627 -1.590 -3.231 0.282
C 0.523 -0.012 5.269 0.796
C -2.488 -4.137 -0.291 -0.571
C -1.473 -2.459 -5.126 0.584
C -0.873 -0.483 -4.221 0.615
C -4.021 -4.068 1.731 -1.544
C -0.998 2.870 0.394 0.607
C 4.559 0.988 -6.630 -1.485
C 0.937 1.054 8.526 -0.040
C 0.238 0.532 -4.314 -1.391
C -3.403 -3.317 0.578 0.517
C 1.980 -2.090 4.960 -0.036
C 1.283 1.184 5.903 -1.116
C -1.551 -2.138 0.114 0.486
B -0.751 -0.680 3.533 1.704
H -0.005 1.053 0.947 0.123
H -4.519 -3.378 2.411 0.370
H 0.157 -1.985 6.070 0.396
H -3.257 -4.588 2.310 0.347
H -1.206 1.388 5.713 0.327
H -4.749 -4.797 1.371 0.406
H -0.326 1.204 -0.789 -0.170
H -0.960 -1.347 -2.231 -0.434
H -0.766 -1.849 3.960 -0.381
H 5.717 2.583 -4.796 0.313
H 1.817 -3.184 4.846 0.356
H -0.720 3.380 1.321 0.201
H 1.544 -1.231 6.825 0.469
H -1.827 0.017 -4.028 0.319
H 0.969 2.139 -0.066 0.368
H 0.078 1.193 -5.168 0.407
H 0.418 -1.906 -3.194 0.266
H 3.146 2.598 -6.480 0.257
H 5.034 1.392 -7.524 0.386
H 3.840 0.225 -6.928 0.368
H -4.182 -2.832 -0.020 0.237
H -3.009 -4.645 -1.101 0.330
H 2.358 1.068 5.745 0.324
H -1.901 -4.866 0.273 0.293
H -1.064 -0.707 2.381 -0.639
H 5.318 0.491 -6.023 0.350
H 0.292 1.136 -3.409 0.305
H 1.199 0.045 -4.465 0.341
H 0.753 0.738 9.523 0.392
H -2.678 1.697 -0.338 0.207
H 5.084 3.894 -5.818 0.302
H 0.913 2.097 5.429 0.343
H -2.778 2.113 1.388 0.242

---

# 5
112
Properties=species:S:1:pos:R:3:mulliken_charge:R:1 method="wB97M-V/def2-TZVPD" orbital_gap_ev=9.39 energy_ev=-125694.63272 total_charge=-1
As -0.395 0.042 -0.222 2.150
F 0.031 -1.289 0.847 -0.473
F 0.413 1.232 0.894 -0.681
F -0.994 1.405 -1.226 -0.593
F -1.247 -1.164 -1.264 -0.119
F 1.108 -0.061 -1.139 -0.319
F -1.825 0.179 0.826 -0.417
O -4.345 -0.799 -0.658 -0.540
O -1.040 -0.850 5.248 -0.641
O 4.902 -1.683 3.481 -0.610
O 1.545 -5.454 -1.851 -0.614
O -2.021 0.950 3.323 -0.755
O 5.131 -0.170 1.057 -0.705
O -5.394 0.554 -4.347 -0.525
O 2.769 1.368 -3.053 -0.672
O -0.405 6.050 -3.866 -0.597
O -2.232 -3.032 -3.396 -0.693
O -0.686 3.281 1.977 -0.499
C 0.647 -2.614 5.590 -1.342
C -0.090 -1.705 4.610 0.799
C -4.720 -1.503 0.457 0.812
C 0.204 -4.482 -0.098 -1.224
C 3.215 -2.612 2.129 -1.150
C 1.463 -4.352 -1.050 0.656
C 1.208 4.615 1.286 -1.160
C -4.149 1.138 -4.806 0.483
C -3.992 0.662 -6.199 -1.389
C 0.461 4.440 -2.332 -0.596
C 5.315 -3.956 2.946 -1.522
C 4.112 1.547 2.305 -1.172
C -2.968 0.749 -3.866 -0.571
C -1.023 5.592 1.925 -1.756
C 4.556 1.800 -0.189 -1.387
C -0.307 3.695 -4.635 -1.160
C -3.738 -2.692 0.693 -0.646
C 4.185 0.844 0.951 1.918
C -0.536 4.683 -3.486 0.408
C 1.389 -3.109 -1.925 -0.505
C 4.222 -2.920 3.238 0.546
C -0.846 -2.557 3.503 -0.505
C -6.107 -1.963 0.188 -1.706
C -0.272 4.430 1.273 1.062
H -0.096 -3.248 3.117 0.191
H -1.714 -2.509 -2.785 0.206
H 1.603 4.491 2.294 0.434
H -4.292 2.217 -4.753 0.187
H 2.785 0.755 -2.318 0.230
H -0.813 -4.526 -0.487 0.358
H -2.061 1.196 -4.274 0.180
H 3.197 0.431 0.748 -0.578
H -1.281 3.470 -5.069 0.140
H -2.052 5.327 2.166 0.385
H 0.907 -5.397 -2.566 0.384
H -0.677 4.230 0.281 -0.054
H -3.682 -3.295 -0.213 0.264
H 3.831 -3.158 4.227 0.328
H 2.560 -3.444 1.872 0.480
H -3.097 -2.622 -3.388 0.332
H 4.920 -4.885 2.535 0.347
H -1.333 -0.242 4.566 0.473
H -6.080 0.885 -4.932 0.301
H 3.611 -2.381 1.140 0.435
H 0.575 -0.981 4.138 0.006
H -2.066 0.659 2.413 0.312
H 0.983 -2.008 6.432 0.427
H 1.458 4.506 -2.769 0.447
H -1.516 4.600 -3.017 0.310
H 6.034 -3.490 2.272 0.320
H -3.135 1.150 -6.663 0.312
H -3.842 -0.417 -6.172 0.330
H -4.861 0.782 -6.845 0.419
H 0.369 5.148 -1.508 0.236
H 2.118 -3.151 -2.735 0.444
H 3.430 2.395 2.241 0.161
H 5.925 -4.160 3.827 0.405
H -1.313 -1.861 2.806 -0.223
H -0.990 6.578 1.462 0.373
H 3.724 2.421 -0.521 0.058
H -3.473 -0.443 -0.473 0.030
H 5.036 -0.726 1.833 0.223
H 0.370 -3.042 -2.306 -0.040
H -6.142 -2.693 -0.620 0.345
H 5.242 -1.823 4.368 0.326
H -4.795 -0.852 1.328 0.195
H 4.806 1.233 -1.086 0.411
H -0.066 -3.355 5.950 0.345
H 3.642 0.808 2.953 0.242
H 5.373 2.448 0.126 0.391
H -2.725 -2.293 0.758 -0.175
H -6.507 -2.276 1.152 0.391
H 0.266 -5.412 0.467 0.469
H 1.761 3.903 0.673 0.036
H -1.348 1.631 3.325 0.353
H -0.308 2.480 1.607 0.334
H -1.612 -3.203 3.933 0.436
H -3.066 1.240 -2.898 0.181
H 0.235 2.797 -4.339 0.292
H -6.802 -1.206 -0.178 0.415
H -0.571 5.821 2.890 0.404
H 0.174 3.452 -1.974 -0.232
H 1.592 -2.225 -1.321 -0.167
H 1.556 5.579 0.912 0.451
H -2.676 -0.300 -3.811 0.042
H -3.936 -3.288 1.583 0.432
H 2.348 2.152 -2.702 0.365
H 2.476 -4.244 -0.664 0.127
H -1.140 6.603 -3.592 0.342
H 0.102 -3.742 0.696 0.034
H 1.526 -3.051 5.114 0.095
H 5.088 1.830 2.700 0.376
H 2.570 -1.749 2.299 0.129
H 0.331 4.192 -5.366 0.449

---

# 6
9
Properties=species:S:1:pos:R:3:mulliken_charge:R:1 method="wB97M-V/def2-TZVPD" orbital_gap_ev="8.00 / 8.00" smiles="C=P(Br)(Br)C(=O)Br" energy_ev=-223568.55394 total_charge=0
Br -1.376 -2.535 -0.230 -0.099
Br -0.409 2.263 -0.606 -0.168
Br -0.765 0.139 2.288 -0.072
P 0.014 0.307 0.339 0.561
O -2.158 -0.073 -1.410 -0.330
C -1.516 -0.642 -0.630 0.374
C 1.795 0.340 0.283 -0.860
H 2.028 0.734 -0.586 0.309
H 2.388 -0.533 0.551 0.286

---

# 7
75
Properties=species:S:1:pos:R:3:mulliken_charge:R:1 method="wB97M-V/def2-TZVPD" orbital_gap_ev="5.78 / 4.24" energy_ev=-107816.99740 spin_multiplicity=2 total_charge=+1
Sb -1.618 2.513 -2.795 2.356
Zr -0.090 0.413 -0.590 0.892
S -0.131 -6.190 -5.967 1.216
F 3.205 1.149 3.583 -0.236
F 3.704 -1.071 1.724 -0.255
F 3.974 -0.176 -0.216 -0.218
F 3.332 2.386 -0.409 -0.234
F 1.584 -0.215 3.152 -0.265
F -1.173 0.739 -3.276 -0.529
F 3.481 3.107 1.628 -0.243
F -1.807 4.117 -1.884 -0.496
F 4.883 0.735 1.514 -0.233
F 1.559 3.007 0.637 -0.140
F -3.305 2.454 -3.536 -0.495
F 1.248 1.911 3.066 -0.292
F 0.093 2.234 -1.661 -0.955
F -0.610 3.204 -4.173 -0.493
F -2.158 1.560 -1.165 -0.658
O 0.212 -4.976 -6.702 -0.723
O 1.480 0.361 0.595 1.099
O -0.302 -7.376 -6.748 -0.639
O 0.659 -6.320 -4.741 -0.687
N -2.884 -6.382 -5.651 -0.499
N 3.206 -6.116 -5.073 -0.417
N -0.704 -0.999 1.345 0.792
N -1.396 -1.172 3.420 -0.070
N -1.991 1.948 3.117 -0.074
N -1.701 -4.770 -4.409 -0.038
N -1.063 1.690 1.154 1.070
N -1.531 -1.249 -1.273 1.050
C -1.770 -5.758 -5.295 -0.028
C -4.009 -5.965 -5.079 -0.388
C 2.502 -2.471 -2.197 0.179
C -1.380 3.019 1.312 -0.776
C -0.948 -2.416 3.052 -0.973
C -3.295 -2.203 -2.576 -0.946
C 1.260 -3.123 -4.655 -1.008
C -4.052 -4.944 -4.135 -0.844
C -2.827 -4.382 -3.827 0.047
C 0.978 -1.937 -4.044 -0.282
C -0.522 -2.295 1.767 -0.500
C 2.203 -3.987 -4.048 0.895
C 2.783 -3.664 -2.789 -1.288
C -1.447 1.074 2.256 0.044
C 2.150 0.949 2.810 0.193
C 1.444 -0.216 -2.334 -2.213
C -1.953 3.194 2.530 -1.015
C 1.630 -1.532 -2.841 1.144
C -2.755 -1.174 -1.826 -0.754
C -0.870 -2.418 -1.389 -0.310
C 3.808 0.094 1.083 0.413
C 2.693 -5.160 -4.687 -0.330
C -1.315 -3.464 -2.144 -1.338
C 2.747 2.395 0.787 0.280
C -2.533 -3.342 -2.808 1.177
C 2.514 0.936 1.292 1.227
C -1.225 -0.351 2.369 -0.442
H -4.915 -6.486 -5.369 0.438
H 3.477 -4.361 -2.340 0.531
H -3.295 -0.250 -1.697 0.600
H 2.305 0.177 -1.794 0.780
H -0.097 -3.061 1.145 0.457
H -2.332 4.070 3.025 0.430
H -2.372 1.748 4.027 0.185
H 0.101 -2.481 -0.907 0.829
H 1.065 0.468 -3.090 0.729
H -0.703 -4.343 -2.292 0.569
H 0.791 -3.405 -5.597 0.727
H -1.178 3.751 0.549 0.522
H -4.975 -4.650 -3.655 0.451
H 0.280 -1.252 -4.511 0.424
H -0.972 -3.258 3.720 0.442
H 2.973 -2.200 -1.263 0.464
H -1.755 -0.930 4.329 0.179
H -4.265 -2.073 -3.036 0.494

---

# 8
21
Properties=species:S:1:pos:R:3:mulliken_charge:R:1 method="wB97M-V/def2-TZVPD" orbital_gap_ev=6.34 energy_ev=-34125.39111 total_charge=-1
S 2.138 -1.106 -2.850 -0.203
P -0.438 2.625 1.469 1.022
O 0.532 2.966 2.547 -0.783
O 0.174 2.975 0.002 -0.587
O -1.592 3.845 1.515 -0.558
N -1.630 -2.862 -0.224 -0.578
C 1.668 -0.102 -1.516 -0.470
C 1.087 -2.447 -2.178 -0.509
C 0.512 -2.001 -1.042 0.098
C 0.943 -0.695 -0.587 -0.117
C -0.890 0.925 1.435 -1.108
C -0.422 -2.940 -0.300 -0.174
H 0.114 -3.838 -0.038 0.349
H 2.218 0.791 -1.367 0.471
H -2.082 -2.002 -0.291 0.312
H 0.445 -0.191 0.269 0.280
H -1.650 3.950 2.399 0.270
H -0.913 0.643 2.476 0.232
H 1.117 -3.449 -2.497 0.467
H -1.833 0.876 1.029 0.307
H 0.504 2.034 -0.252 0.280

---

# 9
15
Properties=species:S:1:pos:R:3:mulliken_charge:R:1 method="wB97M-V/def2-TZVPD" orbital_gap_ev="2.43 / 8.69" energy_ev=-17164.91529 spin_multiplicity=2 total_charge=-1
S -0.879 -0.245 1.683 -0.071
O 2.333 1.407 -0.890 -0.921
O 1.303 -0.040 -3.009 -1.343
C -1.185 0.730 0.159 -0.320
C -1.281 -1.967 1.181 -0.957
H -2.251 0.787 0.051 0.410
H -1.018 -2.072 0.136 0.260
H -0.852 -2.756 1.766 0.305
H -0.544 0.331 -0.591 -0.514
H -0.855 1.822 0.196 0.439
H 0.784 0.001 -2.196 0.205
H 2.373 2.262 -1.328 0.545
H 1.983 0.636 -2.835 0.465
H -2.346 -1.977 1.259 0.289
H 2.558 1.435 0.067 0.208

---

# 10
79
Properties=species:S:1:pos:R:3:mulliken_charge:R:1 method="wB97M-V/def2-TZVPD" orbital_gap_ev=6.55 energy_ev=-214842.51160 total_charge=+1
Sb -1.481 -3.384 -0.659 0.710
Sb 2.803 -2.060 -0.393 1.024
Sn -0.864 0.855 0.242 0.592
Se 1.168 -0.614 1.902 0.929
Se -0.316 8.716 1.984 0.300
S -2.874 -1.318 1.768 0.210
O -2.571 -4.264 1.943 -0.446
O 0.066 -1.513 1.068 -0.126
O 1.781 -1.329 3.197 -0.694
O 2.385 -0.328 0.728 -0.485
O 0.433 0.871 2.085 -0.515
O -3.683 -1.384 -1.849 -0.654
O -2.321 0.105 1.816 -0.427
N 0.565 2.914 0.070 -0.195
N 0.852 7.560 1.315 -0.832
N -2.726 -1.856 0.190 -0.205
N -1.640 7.537 2.049 -0.834
N -2.022 2.898 0.802 0.023
C 4.169 -2.811 1.071 -1.492
C 2.360 -7.012 0.311 -0.610
C -3.301 5.125 1.821 -0.513
C 4.334 -0.909 -1.355 -1.390
C 1.851 2.844 -0.242 -0.206
C -1.161 6.412 1.593 0.925
C -4.900 -0.894 0.177 0.125
C 2.444 -4.770 -2.566 -1.771
C 0.225 6.424 1.189 0.890
C -1.295 -4.311 1.299 -0.797
C 2.769 -6.082 -0.554 -0.535
C -3.751 -1.371 -0.647 0.090
C 0.849 5.204 0.677 0.441
C -1.955 5.191 1.464 0.536
C 1.091 -7.715 0.112 -0.583
C 0.677 -6.420 -1.933 1.151
C 2.710 3.932 -0.117 -0.954
C -7.073 -0.069 0.674 -0.615
C -0.122 -6.222 -2.990 -1.294
C -6.799 -0.179 2.034 -0.539
C -5.559 -0.629 2.484 -0.683
C 0.313 -7.437 -0.936 -0.644
C 1.974 -5.700 -1.728 1.406
C -3.216 -4.553 -1.120 -1.448
C -3.308 2.849 1.135 0.312
C -4.634 -0.982 1.529 0.792
C -1.346 4.052 0.949 -0.268
C 2.199 5.127 0.336 -0.554
C -3.990 3.948 1.640 -1.057
C 0.070 4.061 0.549 -0.342
C -6.120 -0.433 -0.275 -0.425
H -2.918 -5.587 -1.289 0.467
H 4.879 -3.479 0.579 0.487
H 5.005 -0.515 -0.595 0.394
H -0.616 -7.974 -1.094 0.353
H -3.698 -4.167 -2.016 0.398
H 1.917 -4.443 -3.453 0.092
H -3.806 1.896 0.997 0.259
H 3.888 -0.093 -1.922 0.383
H -5.038 3.864 1.890 0.469
H -0.980 -5.343 1.144 0.553
H -0.529 -3.776 1.866 0.391
H 3.725 -5.589 -0.419 0.438
H 3.634 -3.346 1.853 0.394
H 2.211 1.883 -0.589 0.578
H -8.039 0.295 0.351 0.443
H 3.757 3.824 -0.363 0.445
H -5.344 -0.701 3.543 0.506
H -3.893 -4.503 -0.269 0.410
H -2.518 -4.757 2.768 0.259
H 2.973 -7.273 1.164 0.427
H 4.893 -1.544 -2.045 0.404
H -3.776 6.008 2.232 0.557
H 4.696 -1.962 1.500 0.468
H -6.314 -0.371 -1.339 0.537
H 0.800 -8.478 0.823 0.413
H 2.820 6.008 0.444 0.544
H -7.560 0.089 2.756 0.437
H -1.017 -6.820 -3.119 0.313
H 0.104 -5.511 -3.776 0.228
H 3.437 -4.354 -2.418 0.625